Here is 4 unconnected molecules or ions with the total composition C33H65ClN3O7 from OMol25. Energies are from wB97M-V/def2-TZVPD.

Geometry (Å):
C -7.245 2.106 2.448
C -6.498 1.646 1.062
O -6.404 2.595 0.089
N -5.958 0.226 0.791
C -6.645 -0.182 -0.493
C -4.462 0.392 0.633
C -3.612 -1.005 0.530
C -3.528 -1.663 -0.969
C -2.269 -1.152 -1.886
N -2.354 0.281 -2.359
O -3.632 0.632 -2.714
C -1.667 0.398 -3.736
C -1.235 2.007 -3.890
N -1.633 2.656 -5.198
C -1.252 1.817 -6.405
C -0.986 4.007 -5.406
C 0.569 4.412 -5.081
O -1.782 4.998 -5.887
C -1.702 2.688 -2.462
C -0.937 4.030 -1.911
C -1.678 4.674 -0.560
C -3.029 5.507 -0.987
C -2.739 6.887 -1.823
O -1.319 7.291 -1.870
C -1.562 1.311 -1.525
C 0.065 1.003 -1.397
C 0.589 0.927 0.174
C 2.183 0.433 0.073
Cl 0.611 2.592 0.991
H -7.350 3.288 2.446
H -8.364 1.700 2.381
H -6.669 1.724 3.394
H -7.796 0.024 -0.435
H -6.170 0.368 -1.431
H -6.486 -1.350 -0.613
H -4.245 1.166 -0.234
H -4.086 0.934 1.629
H -2.497 -0.750 0.870
H -3.998 -1.801 1.319
H -3.362 -2.834 -0.805
H -4.500 -1.568 -1.613
H -1.287 -1.434 -1.317
H -2.280 -1.828 -2.870
H -4.068 -0.112 -3.224
H -0.815 -0.404 -3.745
H -2.381 0.013 -4.599
H -0.058 1.880 -4.044
H -0.797 2.497 -7.266
H -0.393 1.040 -6.137
H -2.207 1.303 -6.873
H 1.136 4.716 -6.076
H 0.535 5.314 -4.304
H 1.209 3.573 -4.576
H -2.805 3.106 -2.639
H 0.184 3.878 -1.611
H -1.003 4.853 -2.745
H -0.912 5.372 0.029
H -1.930 3.774 0.156
H -3.726 4.837 -1.647
H -3.629 5.700 0.026
H -3.234 6.764 -2.877
H -3.310 7.755 -1.242
H -1.101 7.963 -1.157
H -1.954 1.510 -0.416
H 0.740 1.795 -1.932
H 0.360 -0.052 -1.873
H -0.048 0.145 0.789
H 2.871 1.076 0.768
H 2.540 0.620 -1.044
H 2.322 -0.711 0.274
C 1.980 -4.402 3.076
C 1.181 -3.473 3.952
C 1.759 -2.122 3.592
O 2.184 -2.202 2.225
C 2.157 -3.577 1.819
H 1.491 -5.361 2.890
H 2.957 -4.597 3.535
H 0.123 -3.514 3.669
H 1.258 -3.699 5.019
H 2.638 -1.890 4.203
H 1.032 -1.311 3.705
H 1.310 -3.708 1.137
H 3.078 -3.822 1.283
C 7.013 1.616 0.991
C 7.228 0.362 1.798
C 6.428 -0.658 1.018
O 6.462 -0.251 -0.357
C 6.989 1.081 -0.425
H 7.782 2.376 1.146
H 6.040 2.056 1.240
H 8.290 0.091 1.787
H 6.908 0.449 2.839
H 5.380 -0.671 1.337
H 6.833 -1.670 1.112
H 8.000 1.019 -0.842
H 6.372 1.689 -1.093
C 3.954 -8.824 4.943
C 3.154 -7.895 5.820
C 3.732 -6.544 5.460
O 4.158 -6.624 4.092
C 4.130 -8.000 3.687
H 3.464 -9.784 4.758
H 4.930 -9.019 5.402
H 2.096 -7.937 5.536
H 3.231 -8.122 6.886
H 4.611 -6.312 6.070
H 3.006 -5.734 5.572
H 3.283 -8.130 3.004
H 5.051 -8.244 3.150

Calculated values
Molar mass ... 651.350 g/mol
Total charge ... +1
Calculated total energy ... -2446.75569 a.u.
LUMO level ... -2.59 eV

=====

Here is a molecular structure, C24H34NNaS from OMol25. Energies are from wB97M-V/def2-TZVPD.

Geometry (Å):
Na 0.238 0.762 0.315
C -0.995 -1.301 0.659
C -1.390 -0.856 -0.642
C -0.289 -1.133 -1.518
C 0.732 -1.732 -0.722
C 0.302 -1.840 0.612
C 1.026 -2.534 1.751
C 0.748 -1.826 3.081
C 0.543 -3.986 1.867
C 2.536 -2.544 1.512
C -0.066 -0.865 -3.013
C 1.203 -1.581 -3.500
C -1.205 -1.396 -3.890
C 0.162 0.630 -3.295
C -2.815 -0.331 -0.878
C -3.725 -1.432 -1.445
C -2.894 0.904 -1.785
C -3.454 0.102 0.452
H -1.621 -1.269 1.539
H 1.681 -2.079 -1.099
H -0.319 -1.791 3.306
H 1.116 -0.795 3.067
H 1.247 -2.345 3.905
H -0.530 -4.024 2.061
H 1.063 -4.502 2.681
H 0.727 -4.530 0.938
H 2.933 -1.528 1.429
H 2.795 -3.073 0.593
H 3.049 -3.043 2.340
H 1.144 -2.659 -3.335
H 2.096 -1.213 -2.992
H 1.330 -1.404 -4.571
H -1.368 -2.460 -3.703
H -0.950 -1.269 -4.946
H -2.153 -0.892 -3.723
H 1.067 0.967 -2.780
H -0.665 1.256 -2.964
H 0.311 0.810 -4.364
H -3.382 -1.807 -2.407
H -4.744 -1.051 -1.571
H -3.756 -2.282 -0.761
H -2.549 0.732 -2.800
H -2.294 1.730 -1.383
H -3.930 1.249 -1.844
H -3.581 -0.730 1.144
H -4.444 0.525 0.259
H -2.861 0.866 0.964
S 0.018 5.537 1.441
C -0.364 3.979 0.827
N 0.473 3.029 1.076
C 1.547 3.525 1.830
C 2.629 2.767 2.281
C 3.608 3.392 3.017
C 3.519 4.765 3.307
C 2.458 5.523 2.870
C 1.463 4.883 2.122
H -1.274 3.826 0.259
H 2.695 1.708 2.062
H 4.454 2.822 3.376
H 4.304 5.232 3.888
H 2.400 6.578 3.102

Calculated values
Molar mass ... 391.600 g/mol
Calculated total energy ... -1550.18154 a.u.
LUMO level ... -0.04 eV

=====

Here is 2 unconnected molecules or ions with the total composition C2H10OSi2 from OMol25. Energies are from wB97M-V/def2-TZVPD.

Geometry (Å):
C -0.756 -1.257 -3.790
C 0.855 0.651 3.676
O -0.991 0.491 -1.372
Si -1.727 -0.382 -2.329
Si 1.150 0.763 1.801
H -0.872 -1.000 -4.802
H 0.250 -1.177 -3.438
H -1.022 -2.317 -3.815
H 1.239 1.507 4.195
H -0.131 0.620 4.067
H 1.241 -0.071 4.335
H -3.252 -0.404 -2.407
H 0.484 -0.318 1.257
H 0.984 2.161 1.435
H 2.547 0.734 1.187

Calculated values
Molar mass ... 106.273 g/mol
Energy relative to the best compared isomer or geometry (same formula, charge and spin) ... 303.3 kJ/mol
Spin multiplicity ... 3
Calculated total energy ... -736.19716 a.u.
Expectation value of S² ... 2.0076
LUMO level (spin up / spin down) ... 0.70 / -3.90 eV

=====

Here is 6 unconnected molecules or ions with the total composition C31H50BrN10O2PS from OMol25. Energies are from wB97M-V/def2-TZVPD.

Geometry (Å):
C 4.406 1.724 -0.533
C 2.835 1.824 -1.103
Br 2.679 3.028 -2.670
C 2.106 0.347 -1.226
C 2.315 -0.453 -2.619
C 3.871 -0.267 -3.212
N 5.117 -0.167 -3.621
C 1.349 0.025 -3.880
C -0.074 0.697 -3.458
S -1.285 -0.718 -3.077
C -2.613 -0.170 -1.876
N -4.036 0.086 -2.416
N -4.874 0.451 -1.350
C -3.951 0.415 -0.113
O -2.557 0.043 -0.408
C 2.107 -2.092 -2.556
C 2.989 -2.705 -3.842
N 3.533 -3.229 -4.920
P 2.797 -2.972 -1.024
N 3.570 -4.542 -1.413
O 1.355 -3.439 -0.097
H 4.968 2.690 -0.906
H 4.930 0.718 -0.822
H 4.440 1.778 0.657
H 2.256 2.367 -0.209
H 0.969 0.538 -0.910
H 2.545 -0.239 -0.280
H 1.113 -0.829 -4.650
H 1.953 0.848 -4.499
H -0.028 1.506 -2.613
H -0.528 1.235 -4.418
H -4.448 0.664 0.923
H 1.005 -2.444 -2.729
H 4.546 -4.371 -1.780
H 3.735 -4.994 -0.468
H 1.343 -4.454 0.017
C -8.225 3.321 -0.569
C -9.169 2.156 -0.290
C -9.307 1.846 1.202
C -7.951 1.469 1.775
N -6.826 1.156 2.251
H -7.205 3.103 -0.237
H -8.180 3.525 -1.643
H -8.565 4.232 -0.063
H -8.805 1.269 -0.822
H -10.157 2.394 -0.699
H -10.004 1.014 1.350
H -9.697 2.716 1.741
C 9.028 1.611 -0.246
C 9.642 2.973 -0.554
C 8.774 4.138 -0.075
C 7.422 4.091 -0.768
N 6.301 4.052 -1.342
H 8.071 1.473 -0.761
H 9.694 0.809 -0.580
H 8.861 1.489 0.830
H 9.806 3.051 -1.636
H 10.624 3.036 -0.073
H 9.264 5.090 -0.306
H 8.626 4.087 1.009
C -6.246 -4.654 -4.289
C -6.295 -3.806 -3.021
C -5.088 -2.876 -2.882
C -3.811 -3.697 -2.821
N -2.751 -4.378 -2.771
H -5.380 -5.323 -4.295
H -7.141 -5.281 -4.361
H -6.200 -4.021 -5.182
H -6.354 -4.472 -2.152
H -7.211 -3.206 -3.030
H -5.177 -2.281 -1.966
H -5.034 -2.186 -3.731
C 3.244 -0.549 3.663
C 4.534 -1.359 3.577
C 5.767 -0.561 4.008
C 5.937 0.648 3.103
N 6.079 1.652 2.353
H 3.263 0.314 2.990
H 2.388 -1.167 3.374
H 3.075 -0.187 4.683
H 4.662 -1.714 2.547
H 4.440 -2.245 4.215
H 6.662 -1.188 3.942
H 5.664 -0.224 5.045
C -4.443 1.112 4.702
C -3.892 -0.188 5.278
C -2.897 0.042 6.418
C -1.710 0.844 5.910
N -0.726 1.509 5.489
H -3.652 1.725 4.258
H -5.170 0.899 3.911
H -4.945 1.704 5.476
H -3.411 -0.757 4.474
H -4.726 -0.794 5.648
H -2.542 -0.919 6.806
H -3.374 0.585 7.241

Calculated values
Molar mass ... 737.754 g/mol
Calculated total energy ... -5222.23947 a.u.
SMILES ... C[C@@H](Br)C[C@](C#N)(CCSc1nnco1)[C@@H](C#N)P(N)O.CCCC#N.CCCC#N.CCCC#N.CCCC#N.CCCC#N
LUMO level ... -0.45 eV

=====

Here is a molecular structure, C11H11HgNO2 from OMol25. Energies are from wB97M-V/def2-TZVPD.

Geometry (Å):
Hg -0.209 -1.751 -0.253
C -1.614 -5.369 0.736
H -1.476 -5.155 1.838
H -2.655 -5.293 0.353
H -1.302 -6.418 0.615
H -0.962 -4.682 0.181
H 0.180 -2.138 -1.814
O -1.767 -0.532 3.240
C -1.189 -0.684 2.071
O -1.130 -1.877 1.508
C -0.580 0.461 1.353
C -0.580 1.771 1.852
C 0.023 2.789 1.102
C 0.621 2.493 -0.133
C 1.235 3.492 -0.906
C 1.823 3.164 -2.133
C 1.802 1.844 -2.592
C 1.193 0.843 -1.829
C 0.600 1.160 -0.601
N 0.001 0.200 0.155
H -1.039 2.004 2.804
H 0.022 3.802 1.485
H 1.259 4.519 -0.564
H 2.296 3.934 -2.728
H 2.260 1.595 -3.541
H 1.189 -0.170 -2.200

Calculated values
Molar mass ... 389.804 g/mol
Energy relative to the best compared isomer or geometry (same formula, charge and spin) ... 0.0 kJ/mol
Calculated total energy ... -784.36646 a.u.
LUMO level ... -1.36 eV

=====

> The highest calculated total energy belongs to which entry?

C2H10OSi2